(1)
Below is a 2-piece molecular cluster, CH5N4O2 overall, with properties calculated with ωB97M-V with the def2-TZVPD basis set.

Structure (XYZ):
```
12
Properties=species:S:1:pos:R:3:forces:R:3:nbo_charge:R:1
C -0.186318 -0.204485 -0.143912 -0.24 0.80 -0.07 0.301
N -3.584893 0.271824 -0.106790 -2.98 1.44 1.38 0.515
N -2.728206 -0.158682 -0.691968 4.34 -2.81 -4.27 -0.215
N 0.372940 0.984725 -0.195186 0.47 -1.07 0.34 -0.322
N 0.284785 -1.271200 0.459682 1.12 -1.18 1.01 -0.811
O -4.059156 0.845397 0.758729 -0.78 0.67 1.33 -0.138
O 1.640376 1.314089 0.389682 -1.31 0.07 0.08 -0.533
H -2.758065 -0.595366 -1.661090 -0.09 0.62 1.53 0.473
H -0.160480 1.729843 -0.633805 0.83 0.16 0.27 0.412
H -0.099340 -2.154684 0.194231 -0.70 -0.16 -0.19 0.408
H 1.015726 -1.492068 1.182092 -0.47 1.52 -1.04 0.425
H 2.331815 0.859982 -0.112350 -0.20 -0.05 -0.39 0.485
```
Positions in Å, forces in eV/Å.

Its frontier orbital gap (alpha / beta) is 6.371 / 7.941 eV. As for the energy above the lowest of the compared OMol25 structures with the same formula, charge and spin: 537.3 kJ/mol. As for the charge: +1.

=====

(2)
Below is a 8-piece molecular cluster, C38H46F17N4O23 overall, with properties calculated with ωB97M-V with the def2-TZVPD basis set.

Structure (XYZ):
```
128
Properties=species:S:1:pos:R:3:forces:R:3:lowdin_charge:R:1
C 3.122363 0.003344 3.013461 -0.33 -0.74 0.27 0.033
C 1.652598 -0.332818 3.197361 1.43 0.30 -1.57 -0.514
O 1.186572 -0.553469 4.241919 -1.29 -0.31 2.74 0.175
O 0.802938 -0.369766 2.091050 0.83 -1.50 0.26 -0.067
C 0.992723 -1.543836 1.314552 0.56 0.43 -0.07 -0.142
C 1.579381 -1.093579 -0.035428 -0.78 -0.75 0.36 -0.064
N 1.745364 -2.298253 -0.893874 -0.02 -0.53 0.63 0.208
C 1.752282 -2.260310 -2.170094 -0.87 1.44 -1.26 -0.312
N 1.666932 -0.988032 -2.745137 0.84 -0.47 -0.72 0.122
C 2.998497 -0.845081 -3.496261 1.47 1.29 1.48 -0.235
C 3.628040 0.476120 -2.943582 -1.20 0.37 -1.16 -0.242
N 4.824100 0.897415 -3.656064 -0.08 -0.46 0.87 0.038
C 3.984753 -1.980529 -3.177226 -0.24 -1.10 -0.66 -0.112
C 3.385950 -3.416949 -3.389649 0.63 1.76 -0.64 -0.056
N 1.923129 -3.299062 -3.085607 -0.01 -0.88 2.08 0.072
C 1.169644 -4.513309 -2.932956 0.60 -0.32 -1.53 -0.434
F 0.881689 -4.903987 -1.682139 -0.30 0.47 0.61 0.160
F 1.933811 -5.488878 -3.429086 0.27 -0.40 -0.32 0.160
C -0.117429 -4.457942 -3.873720 0.30 -0.87 1.07 -0.371
F 0.065279 -3.556389 -4.813341 -0.13 1.38 -0.34 0.189
F -0.200828 -5.608848 -4.526403 -0.15 -1.13 0.08 0.187
C -1.478144 -4.315093 -3.134558 -0.78 0.87 -1.34 -0.383
F -2.415063 -4.362054 -4.095639 -0.32 0.47 -0.76 0.180
F -1.713327 -5.360922 -2.383772 0.45 -0.79 1.32 0.214
C -1.700989 -2.990736 -2.374107 -0.28 -0.09 0.04 -0.328
F -0.941891 -3.033184 -1.267940 0.00 -0.14 0.63 0.151
F -1.258073 -1.951616 -3.094236 0.46 0.30 -0.64 0.162
C -3.183612 -2.641869 -2.045387 0.23 -0.54 0.82 -0.380
F -3.893254 -3.733771 -1.805043 -0.02 -1.16 0.59 0.199
F -3.758449 -2.077554 -3.085339 0.00 1.10 -0.93 0.208
C -3.355610 -1.740431 -0.786922 0.15 0.21 -0.19 -0.380
F -4.658643 -1.611046 -0.604992 -1.08 0.56 -0.40 0.200
F -2.925532 -2.349656 0.312585 0.96 -0.73 0.40 0.183
C -2.702981 -0.334921 -0.787429 -0.57 0.49 0.05 -0.348
F -1.372275 -0.385256 -0.797603 0.82 -0.49 -0.56 0.161
F -3.011696 0.190513 0.396203 -0.69 0.18 0.63 0.180
C -3.158082 0.694001 -1.870114 0.19 0.82 0.41 -0.588
F -2.996472 1.901231 -1.339424 0.24 0.62 0.41 0.181
F -2.417319 0.664402 -2.953791 0.67 -0.65 -0.73 0.201
F -4.412384 0.592100 -2.208517 -1.07 -0.62 -0.14 0.227
H 3.642655 -0.336399 3.906594 -0.03 -0.08 -0.04 0.098
H 3.218861 1.084162 2.885619 0.35 -0.76 0.26 0.077
H 3.498653 -0.529973 2.134515 0.19 0.38 0.04 0.083
H 0.013166 -2.021157 1.204447 0.19 -0.04 -0.17 0.132
H 1.684686 -2.244289 1.808148 -0.22 0.00 0.00 0.141
H 0.837279 -0.442138 -0.489702 0.53 0.15 -0.17 0.112
H 2.559302 -0.627272 0.066359 -0.23 0.20 0.07 0.131
H 1.860683 -3.195827 -0.426208 -0.01 0.08 -0.11 0.181
H 0.981752 -1.021366 -3.499092 -0.16 -0.19 0.26 0.134
H 2.839315 -0.703728 -4.568599 -0.22 -0.36 0.12 0.155
H 3.780961 0.394896 -1.862549 0.28 -0.09 -0.18 0.119
H 2.839334 1.238468 -3.064665 0.39 -0.26 0.10 0.091
H 4.820223 0.619676 -4.629509 0.12 0.04 0.07 0.079
H 5.633911 0.531923 -3.170246 0.21 0.11 -0.47 0.078
H 4.829456 -1.928404 -3.868250 -0.08 0.20 0.13 0.129
H 4.429677 -1.887059 -2.179013 -0.36 0.15 -0.02 0.127
H 3.485664 -3.613570 -4.456626 -0.07 -0.54 0.22 0.139
H 3.937986 -4.123633 -2.767000 -0.37 -0.22 -0.15 0.129
C -0.924455 2.544288 1.376244 -0.51 -0.01 -0.15 -0.097
C -0.313064 3.894320 1.105964 -0.32 0.24 -0.10 -0.083
O 1.048240 3.702389 1.508578 0.16 -0.45 0.06 0.084
C 1.320535 2.377342 1.431704 -0.73 0.37 -0.34 -0.524
O 2.409970 1.902479 1.537604 -0.40 0.82 -1.05 0.113
O 0.189932 1.658082 1.216983 0.45 1.28 -0.66 0.021
H -1.718131 2.294384 0.680136 0.14 -0.11 -0.15 0.115
H -1.303661 2.455990 2.396729 0.24 0.02 -1.56 0.078
H -0.332438 4.160517 0.045933 0.08 0.00 0.02 0.122
H -0.780905 4.691659 1.678130 0.19 0.02 0.13 0.143
C -0.600498 2.104331 4.407949 0.53 -0.27 0.12 -0.110
C -0.989196 1.855278 5.842026 0.24 -0.27 0.20 -0.091
O -1.852555 2.963290 6.125349 -0.06 0.12 -0.59 0.091
C -2.359464 3.406217 4.950794 -0.41 0.30 0.80 -0.537
O -3.234873 4.203064 4.845747 0.18 -0.15 -0.19 0.175
O -1.731330 2.814963 3.894343 -0.47 0.32 1.61 -0.010
H -0.437063 1.186216 3.851570 -0.20 0.02 -0.04 0.113
H 0.286023 2.738581 4.317052 -0.03 0.07 0.03 0.151
H -1.549016 0.932045 5.971122 -0.02 0.04 -0.02 0.112
H -0.134767 1.844964 6.513541 -0.14 0.13 0.11 0.146
C -4.065277 -2.406183 7.507315 -0.28 -0.29 0.10 -0.110
C -4.189006 -1.323553 6.466277 -0.37 0.00 -0.33 -0.115
O -3.352817 -0.290765 6.989544 0.18 -0.16 0.11 0.046
C -2.446059 -0.871955 7.820223 0.07 -0.07 0.27 -0.560
O -1.507725 -0.311045 8.287468 -0.06 -0.03 -0.16 0.166
O -2.758842 -2.173218 8.044493 0.02 0.33 -0.18 0.068
H -4.139204 -3.406811 7.086920 0.21 -0.01 0.08 0.133
H -4.800628 -2.301608 8.306711 0.01 0.08 -0.03 0.136
H -3.801435 -1.629774 5.490726 0.06 -0.03 0.05 0.132
H -5.211469 -0.972959 6.347855 0.07 0.16 0.11 0.113
C -9.112097 1.306718 5.673847 -0.16 0.30 -0.18 -0.118
C -9.076358 -0.089979 5.102926 -0.21 -0.09 -0.31 -0.121
O -8.039188 -0.710965 5.866441 0.03 0.20 0.16 0.046
C -7.930831 -0.032864 7.042218 -0.01 0.08 0.22 -0.564
O -7.278352 -0.392759 7.968041 0.07 -0.08 -0.16 0.164
O -8.664543 1.105327 7.015275 0.11 -0.30 -0.10 0.071
H -10.107995 1.743376 5.659645 0.03 0.00 0.21 0.135
H -8.420137 1.984350 5.169536 0.03 -0.04 0.02 0.135
H -10.008619 -0.634048 5.266558 0.03 0.02 0.05 0.135
H -8.839125 -0.106150 4.041420 0.16 -0.11 0.07 0.132
C 0.893996 3.983594 -3.442870 -0.27 -0.16 -0.01 -0.115
C 1.340837 5.388598 -3.755222 -0.35 0.34 -0.23 -0.119
O 2.643986 5.442911 -3.171402 -0.06 -0.40 0.03 0.066
C 3.117185 4.173837 -3.090704 0.24 0.13 0.05 -0.552
O 4.229127 3.886007 -2.803437 -0.12 -0.04 0.06 0.173
O 2.131497 3.266621 -3.383953 0.00 0.49 0.03 0.015
H 0.242117 3.570008 -4.209873 0.15 -0.12 -0.02 0.134
H 0.394303 3.906514 -2.473133 0.06 0.02 0.01 0.118
H 1.424899 5.574471 -4.826867 -0.01 0.00 0.02 0.128
H 0.688998 6.141363 -3.318042 0.20 0.10 0.05 0.137
C 3.002025 9.426201 -3.648368 0.13 0.07 0.47 -0.116
C 3.611643 9.997852 -4.902703 0.28 0.33 0.02 -0.117
O 3.138835 9.104968 -5.910895 -0.22 -0.13 0.15 0.070
C 2.007018 8.521828 -5.453410 -0.06 0.01 -0.08 -0.565
O 1.280402 7.853320 -6.116851 0.00 -0.07 0.15 0.154
O 1.809089 8.801126 -4.134742 0.17 -0.04 -0.40 0.048
H 2.764690 10.189549 -2.910824 -0.20 -0.07 -0.03 0.134
H 3.632183 8.665649 -3.182829 -0.02 -0.02 -0.06 0.134
H 3.249857 11.003797 -5.124490 -0.04 -0.04 0.00 0.136
H 4.698706 10.011110 -4.875613 -0.03 -0.13 -0.16 0.136
C 4.737067 -9.243785 -2.790929 -0.05 -0.40 -0.04 -0.113
C 4.300910 -8.458859 -1.578611 -0.19 -0.17 0.28 -0.121
O 5.092124 -7.270823 -1.676619 -0.02 0.00 -0.27 0.051
C 5.441731 -7.115179 -2.981522 0.14 0.01 -0.15 -0.570
O 5.960133 -6.141323 -3.427894 -0.20 0.07 0.11 0.153
O 5.121194 -8.213274 -3.705158 0.00 0.22 0.25 0.068
H 3.939744 -9.854330 -3.208097 0.04 0.12 -0.17 0.136
H 5.602332 -9.878184 -2.591388 0.01 0.06 0.01 0.138
H 3.244357 -8.183516 -1.615925 0.02 0.01 -0.05 0.128
H 4.497874 -8.979872 -0.644539 0.12 0.17 0.03 0.135
```
Positions in Å, forces in eV/Å.

Its frontier orbital gap is 7.851 eV. As for the charge: +1.

=====

(3)
Below is a 2-piece molecular cluster, C4H14NO2 overall, with properties calculated with ωB97M-V with the def2-TZVPD basis set.

Structure (XYZ):
```
21
Properties=species:S:1:pos:R:3:forces:R:3:nbo_charge:R:1
C 0.940909 0.455552 0.592436 -1.75 0.23 0.42 -0.087
O 0.666243 1.820826 0.348140 2.34 1.23 0.08 -0.745
C -0.183585 -0.214677 -0.238498 -1.17 -0.85 -0.27 -0.030
C -1.295698 -1.029124 0.486692 0.79 -0.31 -0.39 -0.435
C -1.217078 -0.970581 2.009514 -1.64 -0.94 -0.17 -0.625
N -0.922553 0.867100 -1.118923 1.62 -1.13 -0.80 -0.695
H 1.838464 0.058542 0.167425 0.86 0.32 -0.09 0.185
H 0.953136 0.327425 1.699593 -0.25 -0.45 -1.03 0.207
H 1.533270 2.279319 0.364693 -0.93 0.09 0.11 0.501
H 0.299565 -0.814214 -0.998789 0.03 -0.16 -0.12 0.228
H -2.241124 -0.614433 0.204731 -0.68 0.62 -0.13 0.209
H -1.479521 -2.071100 0.128557 1.14 0.65 0.04 0.241
H -0.253188 -0.838867 2.494760 -0.21 0.09 -0.22 0.219
H -1.973257 -0.209417 2.266725 0.73 -0.29 0.79 0.223
H -1.596743 -1.967136 2.292351 0.04 0.63 0.60 0.238
H -1.476050 1.506537 -0.534084 -0.19 -0.42 -0.64 0.459
H -1.343454 0.354511 -1.921006 -0.81 0.46 1.22 0.444
H -0.217734 1.414663 -1.628254 0.10 0.24 0.68 0.458
H 3.073337 0.158226 -1.617135 -1.44 0.74 -1.33 0.473
H 2.548966 -0.702247 -2.674272 -0.55 0.53 -0.46 0.482
O 2.346103 0.189098 -2.324664 1.97 -1.27 1.71 -0.948
```
Positions in Å, forces in eV/Å.

Its frontier orbital gap is 11.647 eV. As for the energy above the lowest of the compared OMol25 structures with the same formula, charge and spin: 215.7 kJ/mol. As for the charge: +1.

=====

(4)
Below is one molecule with the formula CH2FNO3S, with properties calculated with ωB97M-V with the def2-TZVPD basis set.

Structure (XYZ):
```
9
Properties=species:S:1:pos:R:3:forces:R:3:nbo_charge:R:1
N -0.000385 -0.424380 0.612007 -1.76 1.68 0.95 -0.818
C 0.952410 -1.099926 0.016810 1.92 0.13 -0.97 0.577
O 1.024125 -2.220897 -0.348199 0.07 -0.11 0.18 -0.509
S 2.583099 0.132194 -0.230902 -1.68 -0.33 1.50 2.156
O 2.171611 1.227548 -1.046862 -0.13 0.27 0.56 -0.887
O 3.883152 -0.405486 -0.392307 -0.13 -0.43 0.28 -0.848
F 2.427565 0.518321 1.422183 0.58 0.18 -1.88 -0.534
H -0.797492 -0.934659 0.981555 0.27 -0.12 -0.38 0.421
H -0.097813 0.604230 0.708431 0.86 -1.27 -0.24 0.442
```
Positions in Å, forces in eV/Å.

Its frontier orbital gap is 11.204 eV. As for the energy above the lowest of the compared OMol25 structures with the same formula, charge and spin: 47.1 kJ/mol. The SMILES is NC(=O)S(=O)(=O)F.

=====

Number 1: largest force on an atom 0.1305 Eh/bohr. Number 2: largest force on an atom 0.0591 Eh/bohr. Number 3: largest force on an atom 0.0564 Eh/bohr. Number 4: largest force on an atom 0.0507 Eh/bohr.